Below is a structure of composition C14H20AuF3N4O3S2, with properties calculated with the ωB97M-V functional and the def2-TZVPD basis.

Computed properties:
Energy relative to the best compared isomer or geometry (same formula, charge and spin)   4.30 kcal/mol
Expectation value of S²   2.043
Gap between HOMO and LUMO (spin up / spin down)   7.82 / 6.35 eV
2S+1   3
E_HOMO (spin up / spin down)   -7.5 / -8.6 eV

CARTESIAN COORDINATES (ANGSTROEM)
Au1 0.598 -1.036 -1.214
S1 4.880 -0.805 -0.459
C1 3.516 -1.291 -1.114
N1 2.507 -1.674 -1.612
F1 -2.199 -4.501 -2.129
C2 -2.191 -3.647 -1.111
F2 -3.299 -3.818 -0.393
F3 -1.132 -3.918 -0.331
S2 -2.077 -1.900 -1.723
O1 -3.382 -1.565 -2.183
O2 -1.000 -1.956 -2.712
O3 -1.612 -1.159 -0.532
C3 -2.031 0.186 2.260
N2 -0.680 0.444 1.780
C4 -0.597 1.518 0.808
C5 0.264 -0.525 1.802
N3 1.155 -0.638 0.839
N4 0.275 -1.355 2.883
C6 0.045 -0.854 4.229
C7 1.012 -2.605 2.804
H1 -2.721 0.201 1.414
H2 -2.338 0.950 2.977
H3 -2.094 -0.797 2.718
H4 -1.119 2.386 1.209
H5 -1.065 1.231 -0.135
H6 0.442 1.774 0.627
H7 1.923 -1.255 1.066
H8 -0.365 0.149 4.195
H9 0.989 -0.827 4.781
H10 -0.652 -1.504 4.762
H11 0.881 -3.042 1.815
H12 0.602 -3.294 3.542
H13 2.079 -2.476 3.012
C8 0.901 0.521 -3.231
C9 0.752 1.818 -2.698
C10 -0.494 2.491 -2.747
C11 -0.617 3.782 -2.283
C12 0.481 4.445 -1.737
C13 1.708 3.790 -1.649
C14 1.848 2.503 -2.118
H14 1.892 0.142 -3.445
H15 0.087 0.087 -3.798
H16 -1.349 1.974 -3.168
H17 -1.572 4.289 -2.346
H18 0.387 5.468 -1.397
H19 2.558 4.297 -1.209
H20 2.805 1.998 -2.049

natural (NBO) population analysis, charges in e, atoms 1 to 8: atom 1 (Au): 1.248, atom 2 (S): -0.117, atom 3 (C): 0.135, atom 4 (N): -0.716, atom 5 (F): -0.302, atom 6 (C): 0.709, atom 7 (F): -0.309, atom 8 (F): -0.324